This record from OMol25 describes 10 unconnected molecules or ions with the total composition C10H40O10. The level of theory is the ωB97M-V functional and the def2-TZVPD basis.

Geometry as XYZ:
```
60
Properties=species:S:1:pos:R:3:forces:R:3
C 0.1529 0.4283 4.7312 0.331 0.086 0.032
O -0.2550 1.5817 4.0628 -2.027 0.386 -0.269
H 0.8382 0.7662 5.4723 1.071 -0.292 0.835
H 0.6446 -0.2327 4.0202 -0.010 -0.575 0.324
H -0.6568 -0.0420 5.3020 -0.158 0.084 -0.648
H 0.4698 1.9440 3.5700 0.771 0.400 -0.145
C 3.1195 -2.7637 -1.7074 -0.833 -0.792 2.207
O 4.1431 -2.1513 -2.4396 1.830 -1.464 -0.675
H 2.6167 -2.1186 -0.9546 0.107 0.535 -1.169
H 3.5533 -3.4256 -0.9731 0.370 -0.819 0.025
H 2.3511 -3.3599 -2.2339 0.469 0.570 -0.391
H 4.9290 -2.8015 -2.4762 -1.972 1.748 -0.011
C -1.4090 -2.2072 -2.6718 0.212 -1.923 -2.162
O -0.2732 -1.4088 -2.3925 1.120 0.235 -1.951
H -1.8228 -2.0348 -3.7038 0.074 0.478 1.142
H -2.1341 -2.1093 -1.8994 -0.548 0.544 0.434
H -1.2143 -3.3140 -2.7247 0.494 0.820 0.348
H 0.3009 -1.2811 -3.2213 -1.411 -0.386 1.904
C 2.5477 0.6890 -1.8314 -0.456 -0.317 -2.175
O 3.8601 0.5893 -2.3501 -0.109 1.241 0.267
H 2.0627 1.6574 -1.9783 0.613 0.239 -0.392
H 2.4434 0.5047 -0.8108 0.236 -0.657 1.895
H 1.9114 -0.0307 -2.3653 -0.137 0.041 0.176
H 4.0793 -0.3284 -2.5281 -0.127 -0.299 0.185
C 2.0799 -2.6704 2.2224 -0.209 -2.549 -0.077
O 2.3392 -1.3529 2.4084 1.146 2.150 0.969
H 2.7053 -3.0777 1.3561 -0.919 0.065 1.019
H 1.0024 -2.7137 2.0202 0.154 -0.975 -0.288
H 2.2830 -3.2996 3.1705 -0.102 1.125 -1.429
H 1.8070 -0.8510 1.7904 -0.129 0.089 -0.363
C -4.2887 1.4137 1.5861 0.143 -0.401 -0.269
O -3.8805 1.9931 0.3551 0.739 -0.865 -0.607
H -3.7981 1.9767 2.3848 0.044 -0.806 0.308
H -4.1831 0.2895 1.5810 0.560 1.382 0.047
H -5.3304 1.5848 1.6040 -1.441 0.037 0.748
H -4.1628 2.8958 0.3802 -0.101 0.862 0.059
C 1.8981 1.9979 1.4776 1.724 0.932 -0.108
O 2.0630 2.7372 2.7091 1.482 0.283 -0.571
H 2.8013 1.6230 0.9362 -0.120 0.101 1.242
H 1.4942 2.6573 0.7629 -1.065 0.753 -0.986
H 1.2413 1.2004 1.6721 -0.847 -0.962 0.216
H 2.7856 3.4128 2.5996 -1.204 -1.115 0.125
C -0.7482 2.0144 -1.3762 -2.187 -1.839 0.886
O -0.2032 3.1917 -1.6860 1.866 2.836 0.440
H -1.7444 2.1066 -0.8949 0.321 -0.158 -0.389
H -0.1146 1.5530 -0.6866 0.977 -1.003 1.307
H -0.7911 1.3743 -2.2343 -0.352 -0.674 -0.565
H -0.5037 3.4146 -2.5346 -0.482 0.916 -1.666
C -3.5951 0.2014 -2.0316 -1.403 0.904 -1.898
O -3.9107 1.5597 -2.4022 0.772 -1.706 -1.975
H -2.5508 0.0295 -2.0328 1.124 -0.109 -0.554
H -4.1575 -0.4855 -2.7178 0.695 0.468 0.584
H -3.8849 0.0486 -1.0427 -0.826 -0.501 1.690
H -4.1617 1.9900 -1.6222 -0.468 0.854 1.838
C -1.0117 -0.8697 0.6501 -1.243 0.438 0.715
O 0.2822 -0.8668 0.1878 0.984 -0.061 -1.988
H -1.6561 -0.1766 0.1006 0.142 0.676 0.504
H -1.0048 -0.7286 1.7320 -0.185 0.500 -0.077
H -1.5309 -1.7844 0.4922 -0.225 -1.510 -0.133
H 0.1719 -0.9401 -0.8136 0.726 -0.017 1.461
```
Positions in Å, forces in eV/Å.

Computed properties:
LUMO ... 0.3 eV
Highest occupied orbital energy ... -9.472 eV
Energy above the lowest of the compared OMol25 structures with the same formula, charge and spin ... 130.05 kcal per mole
Net charge ... 0
E_tot ... -31487.5094 eV

This record from OMol25 describes 6 unconnected molecules or ions with the total composition C21H48NO19P2. The level of theory is the ωB97M-V functional and the def2-TZVPD basis.

Geometry as XYZ:
```
91
Properties=species:S:1:pos:R:3:forces:R:3
O 5.2261 -1.5166 0.5228 -0.015 0.079 0.192
P 3.9167 -1.7839 -0.0617 0.978 0.002 0.091
N 2.9000 -0.2781 0.1453 -0.107 -0.044 0.035
C 1.7188 -0.3762 1.0606 -0.186 0.504 0.361
P 0.4717 -1.3677 0.2208 -1.048 -0.384 -0.665
O 0.9227 -1.7273 -1.1352 0.694 0.014 0.440
O -0.7719 -0.4063 0.2975 -0.042 -0.320 0.106
O 0.0707 -2.6007 1.1269 0.332 0.053 0.009
H 3.8862 -1.9504 -1.4440 -0.407 -0.074 -0.107
H 3.1733 -2.7653 0.5952 -0.440 0.077 -0.173
H 3.5570 0.4338 0.4845 0.049 0.005 -0.075
H 2.5614 -0.0008 -0.7849 0.034 0.081 0.002
H 1.2970 0.6196 1.2143 0.129 0.045 -0.056
H 1.9779 -0.7429 2.0533 0.292 -0.152 -0.143
H -1.5493 -0.8085 -0.1291 -0.104 0.326 0.094
H 0.4439 -3.4384 0.8132 -0.172 -0.002 0.052
C 2.1016 2.3153 7.2860 -0.117 -0.105 -0.058
C 2.3575 2.9430 5.9362 0.158 0.118 0.096
O 1.6675 2.2364 4.8769 0.007 0.027 -0.015
C 0.3745 2.5300 4.7565 0.040 -0.108 -0.021
O -0.2500 3.3206 5.4044 -0.030 0.052 0.048
O -0.1245 1.7772 3.7637 -0.081 -0.084 -0.160
C -1.5343 1.9476 3.5423 -0.034 -0.041 -0.128
H 2.3596 1.2559 7.2708 0.055 0.012 0.020
H 2.7097 2.8096 8.0429 0.010 0.009 0.002
H 1.0546 2.4128 7.5684 0.005 0.042 0.009
H 3.4085 2.8791 5.6630 -0.012 -0.055 -0.044
H 2.0597 3.9897 5.9165 -0.074 -0.015 -0.016
H -1.7880 2.9969 3.4167 0.044 0.028 0.059
H -2.1067 1.5285 4.3675 0.043 0.045 0.064
H -1.7546 1.4042 2.6271 0.020 -0.021 0.003
C -1.8495 -3.2743 3.7878 -0.082 -0.125 -0.053
C -3.2071 -2.8035 4.2638 0.092 0.155 0.121
O -4.2712 -3.4433 3.5444 -0.042 0.046 -0.016
C -4.5707 -4.6817 3.9549 0.125 -0.034 -0.116
O -4.0294 -5.2719 4.8513 -0.009 -0.014 0.065
O -5.5469 -5.1454 3.1848 -0.055 0.010 -0.011
C -5.9575 -6.4886 3.4823 -0.071 -0.013 -0.006
H -1.7722 -3.1546 2.7079 0.015 0.063 0.007
H -1.0608 -2.6927 4.2673 -0.007 0.020 -0.002
H -1.6973 -4.3261 4.0271 -0.019 0.013 0.063
H -3.3457 -1.7420 4.0629 -0.024 -0.005 -0.038
H -3.3323 -2.9655 5.3332 -0.035 -0.090 -0.011
H -6.1976 -6.5897 4.5375 0.017 0.001 0.012
H -5.1702 -7.1909 3.2158 0.025 0.008 0.030
H -6.8387 -6.6631 2.8743 0.001 0.004 -0.014
C 6.3233 0.1325 -2.2554 -0.055 -0.105 -0.017
C 6.9737 1.3809 -1.7036 -0.010 -0.075 0.140
O 7.0983 2.3882 -2.7156 -0.141 0.139 0.081
C 5.9621 3.0470 -2.9634 0.023 -0.200 -0.145
O 4.9060 2.8533 -2.4048 -0.054 0.045 0.079
O 6.1798 3.9162 -3.9321 0.032 0.060 0.017
C 5.0301 4.6676 -4.3505 -0.006 0.055 -0.031
H 6.8767 -0.2548 -3.1103 0.042 0.003 0.024
H 6.3034 -0.6307 -1.4763 0.060 -0.030 -0.037
H 5.3047 0.3500 -2.5851 -0.001 0.002 0.005
H 7.9824 1.1803 -1.3512 0.060 0.053 -0.146
H 6.4005 1.7914 -0.8727 0.000 -0.014 0.023
H 4.5538 5.1431 -3.4969 -0.005 -0.008 0.012
H 4.3199 4.0165 -4.8566 -0.011 -0.023 0.029
H 5.4101 5.4155 -5.0377 0.010 -0.004 -0.011
C -5.9136 -1.6891 0.0372 -0.035 0.076 -0.148
C -5.1755 -0.5189 0.6471 0.050 -0.232 0.214
O -4.8646 0.4981 -0.3205 0.093 0.034 0.038
C -5.8750 1.3251 -0.6188 -0.034 -0.150 -0.162
O -6.9744 1.2884 -0.1379 -0.035 0.049 0.075
O -5.4517 2.1726 -1.5506 0.034 0.056 0.016
C -6.4503 3.0957 -2.0121 0.024 0.057 -0.020
H -5.3651 -2.0835 -0.8196 0.022 -0.036 0.027
H -6.0275 -2.4824 0.7761 0.017 0.004 0.024
H -6.9024 -1.3846 -0.3016 -0.013 0.002 0.035
H -4.2018 -0.8343 1.0260 0.009 0.017 0.001
H -5.7356 -0.0873 1.4752 -0.037 0.085 -0.059
H -6.9077 3.6148 -1.1736 -0.013 -0.012 0.010
H -7.2152 2.5694 -2.5792 -0.019 -0.019 0.030
H -5.9241 3.7963 -2.6517 0.009 -0.007 -0.011
C 1.1622 -1.1208 -4.2245 0.062 -0.039 -0.196
C 0.6434 0.2869 -4.4158 -0.115 -0.006 0.174
O 1.4192 1.0232 -5.3713 -0.005 0.046 0.013
C 1.1313 0.7614 -6.6520 0.142 -0.138 0.016
O 0.2929 -0.0091 -7.0376 -0.076 0.012 -0.019
O 1.9465 1.4804 -7.4137 -0.005 0.059 -0.006
C 1.7851 1.2712 -8.8247 0.011 0.055 -0.044
H 2.2255 -1.1011 -3.9720 -0.002 -0.002 0.050
H 0.6197 -1.6162 -3.4218 0.021 0.027 -0.057
H 1.0443 -1.7026 -5.1375 -0.019 0.030 -0.017
H 0.7293 0.8671 -3.4965 0.035 0.029 -0.016
H -0.4035 0.2846 -4.7164 0.014 -0.015 -0.078
H 0.7457 1.4030 -9.1143 -0.012 -0.015 0.007
H 2.1184 0.2720 -9.0978 -0.030 -0.020 0.016
H 2.4097 2.0189 -9.3017 0.014 0.000 0.006
```
Positions in Å, forces in eV/Å.

Computed properties:
LUMO ... -3.2 eV
Highest occupied orbital energy ... -12.653 eV
Net charge ... +1
E_tot ... -81523.0333 eV

This record from OMol25 describes a single C6H10O molecule. The level of theory is the ωB97M-V functional and the def2-TZVPD basis.

Geometry as XYZ:
```
17
Properties=species:S:1:pos:R:3:forces:R:3
C -1.9223 0.2766 1.0731 -1.059 1.290 0.466
C -1.0661 -0.6756 0.7724 2.645 1.115 -4.008
C 1.2894 0.3091 -0.2599 -0.210 3.679 1.012
C 0.1449 -0.5636 -0.5337 -3.758 -0.401 1.464
C 1.3081 1.2405 1.0149 0.315 -1.233 1.712
C -0.3311 -1.0915 -1.9029 -1.765 3.495 0.684
O 1.3540 -1.0243 0.0068 0.541 -2.355 0.381
H -2.5245 0.3302 2.0362 0.642 -0.464 -1.446
H -2.0571 1.1789 0.3919 0.417 -1.219 1.014
H -0.7921 -1.6105 1.1674 -0.267 -0.829 1.366
H 1.9941 0.6831 -1.0088 -0.418 -0.263 -0.320
H 0.3929 0.9257 1.7444 2.723 0.816 -1.622
H 1.3219 2.3577 0.9278 -0.372 -1.031 -0.668
H 2.3700 1.0304 1.4789 -2.156 0.150 -0.402
H 0.4210 -0.9384 -2.6008 1.839 -0.416 -1.280
H -1.1318 -0.3812 -2.3745 1.025 -1.030 1.347
H -0.7712 -2.0472 -1.9331 -0.141 -1.303 0.300
```
Positions in Å, forces in eV/Å.

Computed properties:
LUMO ... 1.0 eV
Highest occupied orbital energy ... -9.765 eV
Energy above the lowest of the compared OMol25 structures with the same formula, charge and spin ... 76.50 kcal per mole
Net charge ... 0
E_tot ... -8427.9230 eV

no.,F_max (eV/A)
1,3.4
2,1.3
3,4.9